Record 1
# C8H16N2

A 2-piece molecular cluster, C8H16N2 overall (the ωB97M-V functional and the def2-TZVPD basis, OMol25).

XYZ file:
```
26
Properties=species:S:1:pos:R:3:forces:R:3
C 2.126 -0.475 1.398 1.359 -0.941 -0.117
C 3.639 -0.119 1.436 -0.136 0.704 0.431
C 1.204 0.670 1.533 -1.505 0.332 -1.223
C 0.691 1.491 0.555 0.543 0.535 -0.109
C -0.289 1.918 2.478 -0.917 -0.240 -1.433
N 0.501 0.912 2.678 0.829 -0.216 1.356
N -0.287 2.262 1.140 0.724 -0.056 1.003
H 2.065 -1.064 0.474 -0.883 0.478 0.001
H 1.839 -1.169 2.191 0.313 0.006 0.047
H 4.075 -0.267 2.427 -0.007 0.118 -0.116
H 1.093 1.781 -0.403 -0.266 -0.418 -0.227
H -0.994 2.324 3.183 -0.006 0.068 0.046
H -0.830 2.972 0.684 0.041 0.109 0.068
H 3.760 0.935 1.156 0.016 -0.093 0.229
H 4.240 -0.656 0.709 -0.119 -0.403 0.018
C -2.018 -0.621 -1.593 0.174 -0.415 -0.774
C -2.271 -0.275 -3.080 0.265 -1.025 0.264
C -1.889 -2.094 -1.220 -0.781 -0.568 2.083
H -1.092 -0.149 -1.255 -0.387 0.545 0.128
H -2.941 -0.197 -1.187 0.560 0.014 0.987
H -3.166 -0.800 -3.436 -0.277 0.627 0.232
H -2.877 -2.549 -1.051 0.093 -0.312 -1.313
H -1.154 -2.691 -1.738 -0.303 -0.122 -0.932
H -1.537 -0.628 -3.792 0.724 0.052 0.076
H -2.316 0.809 -3.115 -0.398 0.046 -0.479
H -1.572 -2.319 -0.174 0.346 1.172 -0.247
```
Positions in Å, forces in eV/Å.

Results
HOMO level   -0.3138 Eh
Orbital gap   9.36 eV
SMILES   CCc1c[nH]cn1.CCC
Multiplicity   1
Lowest unoccupied orbital energy   0.8155 eV
ΔE to the lowest compared entry with this formula, charge and spin   105.34 kJ/mol

---

Record 2
# C13H29ClIN2OP2Y

C13H29ClIN2OP2Y as an isolated structure (the ωB97M-V functional and the def2-TZVPD basis, OMol25).

XYZ file:
```
50
Properties=species:S:1:pos:R:3:forces:R:3
C -0.712 -3.125 -2.589 -1.055 -1.298 1.120
C -1.629 -1.974 -2.228 4.904 4.418 1.305
H 0.011 -3.308 -1.748 -0.528 0.406 -1.115
H -0.311 -3.254 -3.616 -0.186 0.934 0.643
H -1.429 -3.934 -2.552 -0.012 -1.002 0.028
O -1.207 -1.133 -1.366 -1.217 -3.520 -2.833
I -3.598 0.538 -1.334 0.222 2.722 1.296
Y -0.004 1.706 0.156 -5.373 -3.628 -5.066
P -2.192 -1.382 1.271 0.345 -0.142 -0.681
C -1.644 -1.542 2.993 -0.416 0.086 -0.113
C -4.023 -1.444 1.512 0.847 0.654 -0.326
H -4.238 -2.296 2.172 -0.207 0.487 -0.072
H -2.762 -3.579 1.623 0.311 -0.522 -0.329
H -4.466 -1.562 0.514 -0.071 0.057 0.512
H -2.526 -3.412 -0.143 0.152 0.077 0.327
H -1.621 -0.525 3.401 -0.004 -0.406 0.392
H -4.261 -0.459 1.917 -0.655 -0.270 0.090
C -2.101 -3.182 0.843 0.229 0.309 0.116
H -2.467 -2.142 3.382 0.511 -0.013 1.009
H -1.091 -3.597 0.953 -0.255 0.017 -0.154
H -0.672 -2.045 3.070 -0.266 0.086 0.150
P 0.687 1.602 -2.643 0.183 0.126 -1.379
C 2.239 2.541 -2.461 0.241 -0.055 -0.289
C 1.178 0.446 -3.998 0.169 -0.600 0.281
H -1.289 2.280 -3.901 0.042 -0.042 0.109
H 0.187 3.048 -4.560 -0.024 -0.162 0.361
H -0.559 3.642 -3.054 -0.118 0.160 -0.067
C -0.339 2.751 -3.640 -0.083 0.079 0.295
H 0.329 -0.113 -4.409 0.024 0.222 0.258
H 1.637 1.025 -4.819 -0.259 -0.010 0.476
H 2.574 2.894 -3.444 -0.007 0.066 0.261
H 3.026 1.917 -2.037 0.042 -0.056 -0.004
H 1.920 -0.285 -3.654 -0.158 0.137 0.000
H 2.098 3.399 -1.812 0.039 0.383 0.104
Cl -2.811 -1.500 -3.373 -0.130 -1.460 -0.767
C 3.477 -0.582 3.800 1.195 -1.144 0.965
C 2.617 0.335 3.095 0.536 1.280 0.477
C 2.511 1.730 3.079 0.482 1.798 0.406
C 1.557 2.056 2.132 -0.342 -1.727 -0.200
N 1.087 0.853 1.623 1.030 0.381 1.035
N 1.757 -0.099 2.223 -0.749 -0.701 -0.552
C 0.991 3.361 1.623 -1.298 2.446 -0.418
H 4.543 -0.333 3.682 -0.404 0.088 0.061
H 3.262 -0.616 4.877 0.036 0.146 -0.232
H 3.347 -1.598 3.414 0.013 0.117 0.095
H 3.079 2.469 3.658 -0.234 -0.635 -0.190
H 1.545 -1.043 1.987 -0.133 -0.798 -0.120
H 0.077 3.516 0.850 1.759 0.538 2.051
H 1.713 4.009 1.128 0.410 -0.016 0.261
H 0.500 3.947 2.403 0.462 -0.015 0.419
```
Positions in Å, forces in eV/Å.

Results
HOMO level   -0.4335 Eh
Orbital gap   3.88 eV
Multiplicity   1
Charge   +2
Lowest unoccupied orbital energy   -7.9179 eV

---

Record 3
# C17H18Br48IO4P

C17H18Br48IO4P as an isolated structure (the ωB97M-V functional and the def2-TZVPD basis, OMol25).

XYZ file:
```
89
Properties=species:S:1:pos:R:3:forces:R:3
O -2.503 2.812 -1.888 -1.527 -4.964 -2.219
P -2.538 1.364 -1.364 -2.532 2.358 -2.734
O -2.147 0.255 -2.577 0.742 1.603 2.085
C -0.803 -0.072 -2.587 1.742 -0.559 -0.427
O -0.428 -1.135 -2.234 -0.481 -0.827 0.514
O 0.159 0.838 -3.033 -2.186 -0.438 -1.078
I 0.716 0.320 -4.962 0.891 0.475 0.842
H -3.907 1.130 -0.997 0.819 -0.745 -0.378
H -1.788 1.225 -0.176 0.043 -0.958 -0.666
C -0.090 -0.189 3.054 0.450 0.153 0.180
Br 0.869 -1.567 4.021 -0.083 0.094 -0.128
Br 0.827 1.512 3.130 0.215 -0.814 -0.101
Br -0.464 -0.740 1.237 0.177 -0.030 0.180
H -1.039 -0.057 3.552 0.118 -0.076 -0.027
C 4.656 3.853 2.343 -0.087 0.047 0.052
Br 2.801 4.360 2.161 0.197 0.018 -0.077
Br 4.984 2.996 4.045 -0.013 0.202 -0.193
Br 5.255 2.756 0.865 -0.085 0.072 0.164
H 5.245 4.763 2.322 -0.074 -0.120 -0.001
C 3.713 3.725 -2.763 -0.134 -0.002 0.036
Br 2.404 2.332 -3.055 0.824 0.935 0.496
Br 5.079 3.728 -4.135 -0.103 -0.015 0.101
Br 2.883 5.462 -2.574 0.101 -0.243 -0.069
H 4.206 3.506 -1.825 0.000 0.038 -0.056
C -4.710 0.488 4.204 -0.144 0.060 0.094
Br -6.164 -0.789 4.224 0.247 0.160 -0.070
Br -3.415 0.085 2.820 -0.490 0.039 0.051
Br -5.351 2.307 4.078 0.113 -0.259 -0.033
H -4.196 0.397 5.155 -0.040 0.003 -0.137
C -2.916 -2.244 -5.890 -0.235 -0.083 0.024
Br -1.882 -3.646 -5.052 -0.079 0.257 -0.117
Br -2.264 -0.487 -5.398 -1.360 -0.801 -0.781
Br -3.007 -2.463 -7.810 0.062 0.064 0.279
H -3.929 -2.327 -5.513 0.131 -0.018 -0.061
C -1.437 4.752 1.120 0.933 -0.219 0.530
Br -1.309 3.999 2.919 -0.373 0.502 -0.312
Br -0.217 6.249 0.908 -0.127 -0.079 0.063
Br -1.234 3.449 -0.315 2.267 4.329 3.956
H -2.444 5.143 1.022 0.141 -0.058 -0.041
C -4.348 4.527 -5.197 0.067 0.033 0.116
Br -4.002 2.637 -5.418 -0.076 0.211 -0.011
Br -4.749 5.387 -6.883 0.012 -0.137 0.214
Br -5.723 4.855 -3.877 0.206 -0.073 -0.302
H -3.434 4.975 -4.822 -0.101 -0.083 -0.045
C 4.793 -2.221 3.427 -0.109 0.092 -0.092
Br 5.083 -2.922 5.208 -0.009 0.049 -0.230
Br 5.032 -0.304 3.359 -0.046 -0.430 0.050
Br 5.883 -3.132 2.114 -0.072 0.043 0.208
H 3.757 -2.421 3.173 0.117 0.007 0.046
C -5.029 -5.250 3.839 0.012 -0.016 -0.084
Br -6.956 -5.238 3.666 0.268 0.040 0.053
Br -4.176 -4.219 2.443 -0.113 -0.067 0.217
Br -4.463 -4.684 5.600 -0.087 -0.080 -0.205
H -4.706 -6.278 3.717 -0.049 0.123 0.039
C 7.882 -4.771 -1.345 -0.090 0.003 -0.013
Br 8.160 -5.452 0.443 0.013 0.082 -0.267
Br 8.133 -2.855 -1.431 0.001 -0.281 0.028
Br 8.973 -5.698 -2.644 -0.026 0.147 0.162
H 6.847 -4.967 -1.602 0.133 0.004 0.019
C 4.335 6.280 -6.988 -0.017 -0.012 0.064
Br 5.287 5.519 -8.491 -0.138 0.115 0.184
Br 4.808 8.133 -6.702 -0.077 -0.245 -0.072
Br 2.422 6.046 -7.157 0.301 0.032 0.026
H 4.649 5.732 -6.104 -0.099 0.096 -0.141
C 4.661 -6.543 3.678 0.061 0.031 0.001
Br 2.821 -5.980 3.476 0.238 -0.060 0.014
Br 4.970 -7.392 5.388 -0.076 0.101 -0.248
Br 5.237 -7.660 2.206 -0.118 0.149 0.223
H 5.271 -5.646 3.653 -0.087 -0.096 -0.001
C -1.576 7.296 5.954 0.049 0.014 -0.035
Br -3.174 7.156 4.872 0.207 -0.011 0.130
Br -1.573 6.012 7.401 -0.009 0.127 -0.222
Br 0.028 7.171 4.882 -0.215 -0.007 0.145
H -1.582 8.282 6.404 -0.015 -0.134 -0.051
C 6.857 -8.616 -4.703 0.062 0.017 -0.008
Br 6.839 -10.546 -4.597 -0.038 0.275 -0.016
Br 6.405 -7.988 -6.475 0.030 -0.095 0.255
Br 5.733 -7.813 -3.350 0.044 -0.131 -0.156
H 7.874 -8.295 -4.502 -0.135 -0.024 -0.006
C -4.830 -8.831 6.459 0.015 0.053 0.106
Br -5.868 -10.086 7.500 0.164 0.148 -0.184
Br -2.953 -8.889 6.922 -0.269 -0.013 -0.097
Br -5.106 -9.075 4.559 0.037 0.009 0.209
H -5.188 -7.838 6.707 0.047 -0.114 -0.053
C -9.370 6.769 -2.613 -0.032 0.051 -0.061
Br -8.348 5.354 -1.777 -0.189 0.185 -0.009
Br -8.709 8.518 -2.117 -0.049 -0.259 -0.082
Br -9.458 6.551 -4.532 0.059 0.028 0.274
H -10.384 6.693 -2.237 0.140 -0.004 -0.034
```
Positions in Å, forces in eV/Å.

Results
HOMO level   -0.3142 Eh
Orbital gap   6.30 eV
Multiplicity   1
Lowest unoccupied orbital energy   -2.2460 eV

---

Record 4
# C5H11NO2

C5H11NO2 as an isolated structure (the ωB97M-V functional and the def2-TZVPD basis, OMol25).

XYZ file:
```
19
Properties=species:S:1:pos:R:3:forces:R:3
O -1.230 -1.428 1.649 0.112 -0.507 0.757
C -1.259 -1.611 0.472 -3.584 2.658 -0.198
O -1.102 -2.827 -0.159 2.761 1.749 1.208
C -1.395 -0.464 -0.518 -0.552 0.567 -0.647
C -0.059 -0.161 -1.186 1.040 0.004 -0.145
C 1.158 -0.037 -0.259 0.332 -0.207 0.150
C 1.047 0.975 0.893 -0.091 -0.396 -0.215
N 0.270 2.136 0.486 -0.569 0.422 0.295
H -0.181 -2.337 0.040 0.551 -3.753 -1.806
H -2.126 -0.668 -1.306 0.164 -0.630 0.029
H -1.822 0.430 -0.074 0.423 -0.001 0.680
H -0.086 0.724 -1.817 -0.455 0.118 0.120
H 0.221 -0.975 -1.854 -0.283 -0.180 -0.225
H 1.361 -1.035 0.163 0.100 0.136 0.207
H 2.044 0.155 -0.868 -0.094 0.134 -0.143
H 0.549 0.420 1.686 -0.370 0.455 0.195
H 2.023 1.251 1.300 0.185 -0.176 -0.174
H -0.219 2.560 1.265 -0.018 -0.195 0.054
H 0.808 2.891 0.086 0.345 -0.201 -0.142
```
Positions in Å, forces in eV/Å.

Results
HOMO level   -0.3498 Eh
Orbital gap   10.30 eV
Multiplicity   1
Lowest unoccupied orbital energy   0.7840 eV
ΔE to the lowest compared entry with this formula, charge and spin   236.29 kJ/mol

---

Record 5
# C29H46CoP2

C29H46CoP2 as an isolated structure (the ωB97M-V functional and the def2-TZVPD basis, OMol25).

XYZ file:
```
78
Properties=species:S:1:pos:R:3:forces:R:3
Co -0.792 -0.835 1.536 -0.001 3.577 -3.404
C -2.076 -1.256 3.043 0.377 -0.642 1.500
C -1.682 -2.416 2.298 0.512 -1.158 1.585
C 0.241 -1.399 3.121 -0.338 -1.445 1.330
C -0.892 -0.616 3.536 -0.536 -1.246 1.048
C -0.253 -2.541 2.408 -0.399 -1.290 2.344
C -3.473 -0.951 3.445 -0.372 0.440 -0.220
H -4.160 -1.136 2.613 -0.059 0.116 0.176
H -3.567 0.097 3.757 -0.139 -0.235 -0.084
H -3.801 -1.578 4.289 0.227 0.129 -0.262
C -0.834 0.519 4.485 0.060 0.465 -0.032
H -1.780 1.069 4.520 0.232 -0.044 0.061
H -0.033 1.204 4.167 -0.361 -0.003 0.228
H -0.583 0.180 5.501 -0.130 0.018 -0.247
C 1.639 -1.154 3.558 0.364 0.211 -0.206
H 1.776 -1.373 4.628 -0.123 -0.059 -0.259
H 1.880 -0.092 3.421 0.160 -0.408 -0.003
H 2.351 -1.761 2.987 -0.086 0.160 0.165
C 0.514 -3.773 2.099 0.322 -0.110 -0.437
H 0.536 -4.446 2.972 -0.070 0.271 -0.219
H 1.555 -3.534 1.852 -0.138 -0.209 -0.096
H 0.052 -4.328 1.275 0.245 0.033 0.065
C -2.610 -3.433 1.741 -0.239 -0.098 -0.493
H -2.834 -4.235 2.461 0.143 0.270 -0.138
H -2.181 -3.897 0.844 -0.187 -0.008 0.158
H -3.562 -2.965 1.460 0.155 -0.213 0.001
C -0.970 1.331 0.902 -1.912 0.153 -0.255
C -2.156 0.599 0.777 0.241 2.808 -0.079
C -2.662 0.022 -0.523 -0.059 -0.810 0.157
C -1.581 -0.753 -1.311 -0.234 0.143 -0.151
C -0.544 -1.420 -0.438 2.554 0.030 -1.186
C 0.680 -0.849 -0.008 -0.952 -1.560 -2.112
C 1.125 0.553 -0.306 0.076 0.462 0.422
C -0.025 1.581 -0.244 -0.006 -0.058 -0.447
H -3.111 0.793 -1.166 0.150 0.020 0.256
H -1.116 -0.092 -2.069 -0.128 -0.594 0.766
H -3.471 -0.682 -0.277 0.109 0.269 -0.047
H -0.564 1.587 -1.201 0.044 -0.041 0.315
H -0.817 1.951 1.800 -0.095 -0.610 -0.220
H -2.926 0.739 1.553 0.580 -0.164 -0.283
H 0.391 2.589 -0.151 -0.038 -0.139 0.042
H 1.907 0.854 0.410 -0.208 -0.225 -0.169
H 1.495 -1.547 0.233 -0.541 0.253 0.263
H 1.600 0.578 -1.299 -0.159 -0.099 0.145
H -2.090 -1.536 -1.895 0.186 0.152 0.202
H -0.596 -2.514 -0.449 0.126 0.316 0.318
P -0.752 0.953 -4.063 0.453 0.793 -1.303
C -0.864 2.774 -4.333 -0.245 0.002 0.279
C -1.961 0.445 -5.364 -0.218 -0.094 0.354
P 1.585 -0.957 -4.748 0.192 0.539 -0.979
C 0.811 0.715 -5.034 -0.188 -0.177 0.128
C 0.936 -1.812 -6.258 -0.050 -0.315 0.334
C 3.205 -0.508 -5.523 0.181 -0.279 0.346
H 0.020 3.246 -3.891 -0.177 0.032 -0.075
H -1.758 3.156 -3.824 0.161 0.100 -0.186
H -0.916 3.007 -5.404 0.047 0.043 0.246
H -1.828 1.055 -6.265 -0.015 -0.188 0.103
H -2.971 0.604 -4.968 0.088 -0.048 -0.188
H -1.856 -0.617 -5.605 -0.040 0.176 0.009
H 3.080 -0.193 -6.567 0.032 -0.049 0.277
H 3.861 -1.385 -5.475 0.014 0.245 -0.125
H 3.658 0.301 -4.945 0.088 -0.122 -0.104
H 1.543 1.477 -4.703 -0.361 -0.309 -0.168
H 0.577 0.852 -6.110 0.335 0.108 0.481
H 1.443 -2.782 -6.330 -0.153 0.147 -0.088
H 1.149 -1.228 -7.162 -0.113 -0.101 0.183
H -0.137 -1.996 -6.169 0.108 -0.040 -0.097
C 3.700 3.860 3.767 -0.333 -0.191 -0.250
C 3.393 3.038 4.856 -0.782 -0.652 -0.395
C 2.348 2.072 4.739 0.961 0.846 0.445
C 1.666 2.046 3.557 0.373 0.249 -0.009
C 1.916 2.808 2.455 0.991 1.087 -0.151
C 2.983 3.751 2.563 -0.481 -0.689 0.507
H 4.509 4.587 3.851 -0.237 -0.194 -0.039
H 3.941 3.108 5.795 -0.062 0.019 -0.250
H 2.131 1.391 5.561 -0.005 0.208 -0.136
H 1.353 2.722 1.533 0.124 0.098 0.202
H 3.232 4.378 1.711 -0.040 -0.075 0.153
```
Positions in Å, forces in eV/Å.

Results
HOMO level (spin up / spin down)   -0.3591 / -0.4032 Eh
Orbital gap (spin up / spin down)   7.63 / 6.55 eV
Multiplicity   5
Charge   +1
Lowest unoccupied orbital energy (spin up / spin down)   -2.1426 / -4.4262 eV
<S²>   6.035
ΔE to the lowest compared entry with this formula, charge and spin   0.00 kJ/mol

---

Record 6
# C5H13NP

A 2-piece molecular cluster, C5H13NP overall (the ωB97M-V functional and the def2-TZVPD basis, OMol25).

XYZ file:
```
20
Properties=species:S:1:pos:R:3:forces:R:3
C -3.366 -1.702 2.713 -1.247 0.926 0.765
C -1.534 1.312 2.661 2.151 -0.375 -0.630
C 2.823 -0.461 -2.713 1.577 2.052 1.105
C -1.398 -0.147 3.102 -1.608 -0.803 0.696
C 1.704 0.523 -2.605 -1.885 2.166 1.857
N -2.385 -0.946 2.833 3.437 0.643 -0.018
P 0.540 0.312 -1.062 -0.577 -0.361 -1.032
H -4.125 -1.334 3.412 -0.383 -0.940 0.073
H -3.636 -2.523 2.019 0.923 0.737 0.052
H -1.353 1.390 1.543 -0.263 -0.008 1.279
H -2.467 1.759 2.945 -0.741 -0.242 -0.077
H -0.762 1.899 3.203 -0.273 -0.425 -0.596
H 3.571 -0.410 -1.892 -1.322 -0.697 0.747
H 2.369 -1.383 -2.913 0.290 -1.707 -0.293
H 3.610 -0.121 -3.362 -0.407 -0.178 -1.820
H -0.264 1.418 -1.455 -0.406 -0.462 -0.310
H -0.534 -0.500 3.825 -1.953 0.473 -1.630
H 0.857 0.369 -3.338 1.416 0.450 0.198
H 1.948 1.632 -2.431 0.029 -1.656 -1.140
H 0.941 1.222 -0.112 1.243 0.409 0.772
```
Positions in Å, forces in eV/Å.

Results
HOMO level   -0.4280 Eh
Orbital gap   6.51 eV
Multiplicity   1
Charge   +1
Lowest unoccupied orbital energy   -5.1344 eV
ΔE to the lowest compared entry with this formula, charge and spin   331.55 kJ/mol

---

no.,total energy (eV),strongest force on any atom (eV Å⁻¹)
1,-11534.89291,2.30
2,-59204.20465,8.23
3,-3405530.49574,6.29
4,-10946.81799,4.47
5,-87013.09655,4.94
6,-16164.18700,3.50